18
Properties=species:S:1:pos:R:3:forces:R:3:lowdin_charge:R:1 method="wB97M-V/def2-TZVPD" total_charge=-1 gap_ha=0.192 homo_ha=-0.047 e_above_lowest_ev=4.624 largest_force_ha_per_bohr=0.081
C -2.535572 1.204036 0.848820 1.0 -1.9 -0.7 -0.15
C 1.776955 -1.016789 -0.721192 -1.3 -1.7 -0.2 -0.22
C 3.099400 0.861926 -0.856595 -0.8 -0.8 -0.3 -0.12
C -1.390156 0.141874 1.079998 -1.9 -1.6 -3.3 -0.26
N 2.196808 0.228419 -0.208667 1.8 1.2 -1.5 -0.10
N -1.854301 -1.036647 0.097274 0.6 -1.2 2.7 -0.31
O -1.092289 -1.017924 -1.034651 0.2 0.2 -0.9 -0.49
H -2.648715 1.249242 -0.261522 0.3 0.7 0.8 0.06
H -3.541773 0.799958 1.184429 1.4 0.6 0.2 0.06
H -2.101442 2.050955 1.364579 -0.9 1.0 -0.1 0.03
H 1.651184 -1.675021 0.188659 0.0 0.1 -1.3 0.08
H 2.322016 -1.537061 -1.603819 -0.1 1.0 1.4 0.09
H 0.698898 -0.823629 -1.103838 0.6 -0.6 0.8 0.06
H 3.669381 0.519144 -1.749553 -0.5 -0.5 0.4 0.06
H 3.247109 1.888611 -0.674227 0.4 1.2 0.8 0.02
H -1.668887 -2.029299 0.622494 -0.1 2.5 -0.9 0.08
H -0.347463 0.400930 0.760620 -1.1 0.2 0.5 0.08
H -1.481150 -0.208725 2.067192 0.3 -0.5 1.5 0.04